C26H45FN2O13S | the ωB97M-V functional and the def2-TZVPD basis

Calculated values
Lowest unoccupied orbital energy   0.0 eV
Energy   -70835.7227 eV
SMILES string   CCON(CCCCN)S(=O)(=O)F.O=C1CCCO1.O=C1CCCO1.O=C1CCCO1.O=C1CCCO1.O=C1CCCO1
Charge   0
HOMO   -8.578 eV

```
88
Properties=species:S:1:pos:R:3:forces:R:3:mulliken_charge:R:1
C 5.8315 -3.2424 0.8564 0.2 0.0 0.5 -0.9434
C 4.5482 -2.3466 0.3682 0.5 -2.2 -0.5 0.4997
O 4.7756 -0.9155 0.7537 0.4 -2.0 -0.6 -0.3504
N 4.3247 -0.2307 -0.3117 -2.5 2.9 -2.4 0.5343
C 3.4335 0.9318 0.0660 -0.4 2.4 2.0 -1.0750
C 2.0761 0.5296 0.8928 -0.5 -0.6 0.5 -0.2285
C 1.2375 -0.7390 0.2803 -0.6 0.6 0.0 0.4127
C 1.3200 -0.9076 -1.3483 -0.5 -1.9 0.4 -0.5267
N 1.0342 0.3586 -2.1355 0.1 -1.1 -1.3 -0.4308
S 5.6240 0.3679 -1.3276 7.3 -1.1 0.2 1.1149
O 6.3047 -0.8627 -1.9973 -3.3 4.7 2.2 -0.5720
O 6.6303 1.2376 -0.4933 -4.5 -2.7 -3.5 -0.5723
F 4.9671 1.3130 -2.6301 0.7 -1.9 2.9 -0.2955
H 6.7095 -2.4806 1.1194 -1.9 -1.8 -0.5 0.2780
H 5.5490 -3.8999 1.8113 0.7 1.6 -2.0 0.2198
H 6.2300 -3.9962 0.0262 -1.1 1.8 1.7 0.2712
H 3.5442 -2.7218 0.8434 1.9 0.9 -0.8 -0.2001
H 4.4663 -2.4398 -0.8155 0.2 0.5 2.8 0.2260
H 4.0753 1.6213 0.7994 -1.3 -1.3 -1.5 0.4225
H 3.1519 1.6284 -0.8436 0.7 -2.0 1.5 0.3902
H 2.3410 0.2522 2.0186 -0.3 0.5 -2.4 0.2756
H 1.3186 1.4381 0.9590 2.3 -2.0 -0.4 -0.0296
H 1.5245 -1.6981 0.8944 -0.6 1.9 -1.9 -0.5315
H 0.0898 -0.5302 0.5341 2.4 -0.5 -0.5 0.3773
H 2.3673 -1.3868 -1.6615 -2.2 1.4 0.6 0.1653
H 0.5119 -1.7312 -1.6549 1.7 1.5 0.8 0.3250
H 0.0007 0.4807 -2.3230 1.5 -0.4 0.6 0.1512
H 1.4397 0.1709 -3.1016 -0.7 0.5 1.6 0.2284
O 0.7555 3.1384 0.1987 1.2 1.7 0.4 -0.6608
C 1.3928 4.0657 0.6700 -1.1 -1.6 -0.6 0.4630
C 0.8128 5.3562 1.1643 -0.1 0.5 -0.1 -0.4238
C 2.0322 6.2389 1.2502 0.0 0.9 0.0 -0.5366
C 3.1353 5.2515 1.5280 0.7 0.3 0.3 -0.4813
O 2.7448 4.0526 0.8603 -0.8 -0.4 -0.4 -0.2080
H 0.3595 5.1917 2.1457 -0.1 -0.1 -0.1 0.2654
H 0.0785 5.7539 0.4599 -0.1 -0.3 0.3 0.2879
H 1.9534 7.0213 2.0098 0.1 -0.1 -0.1 0.3283
H 2.2035 6.7238 0.2814 0.0 -0.1 0.2 0.2754
H 3.2422 5.0373 2.5966 0.0 0.0 -0.1 0.2778
H 4.0978 5.5945 1.1372 -0.1 -0.3 0.0 0.3272
O 0.7949 -2.7229 2.4115 0.1 -2.0 0.3 -0.6891
C 1.0875 -3.8613 2.7377 -0.7 1.4 -0.3 0.5727
C 1.8988 -4.2395 3.9397 0.5 -0.1 0.1 -0.0050
C 2.2693 -5.6689 3.6346 0.6 -0.5 0.4 -0.5375
C 1.1131 -6.1363 2.7898 -0.2 -1.1 -0.2 -0.2724
O 0.6798 -4.9817 2.0723 0.1 1.4 -0.1 -0.4157
H 1.2719 -4.1633 4.8325 0.1 0.2 -0.2 -0.0137
H 2.7844 -3.6066 4.0327 -0.3 0.2 0.1 0.3280
H 2.4252 -6.2805 4.5272 -0.1 0.0 -0.2 0.3089
H 3.1931 -5.6906 3.0438 -0.1 0.0 0.1 0.2594
H 0.2783 -6.5050 3.3951 0.5 0.2 -0.6 0.2117
H 1.4123 -6.9176 2.0852 -0.1 0.3 -0.1 0.3663
O -0.1607 -6.6951 5.1441 -0.9 1.5 1.9 -0.6381
C -0.7852 -5.9452 5.8761 1.0 -1.3 -0.8 0.5255
C -1.9963 -6.3201 6.6753 -0.5 0.1 -0.1 -0.4910
C -2.5579 -4.9719 7.0502 -0.9 0.2 0.3 -0.4984
C -1.3278 -4.1039 7.0985 -0.2 0.8 0.5 -0.5110
O -0.4467 -4.6441 6.1148 0.1 -0.9 -0.5 -0.3265
H -1.6822 -6.8890 7.5548 0.0 -0.1 -0.2 0.2664
H -2.7032 -6.8958 6.0733 0.4 -0.2 0.1 0.2861
H -3.1183 -4.9770 7.9889 0.1 0.1 -0.1 0.3221
H -3.2292 -4.6204 6.2572 0.1 0.0 0.2 0.2820
H -0.8296 -4.1428 8.0728 0.0 0.0 -0.1 0.2753
H -1.5545 -3.0612 6.8576 0.3 -0.2 -0.1 0.3403
O -3.9526 0.2786 -4.4678 1.0 1.1 1.2 -0.6267
C -3.4186 1.2441 -3.9474 -1.1 -1.5 -0.9 0.4229
C -3.3553 2.6224 -4.5324 0.3 0.2 -0.2 -0.0086
C -2.2832 3.2727 -3.6952 0.4 0.7 -0.3 -0.6212
C -2.4054 2.5472 -2.3808 0.4 0.4 0.6 -0.1779
O -2.8259 1.2260 -2.7175 -0.3 -0.6 -0.6 -0.3742
H -4.3252 3.1107 -4.4025 0.2 -0.1 -0.1 -0.0123
H -3.0758 2.5903 -5.5880 -0.4 -0.1 0.1 0.3319
H -2.3980 4.3559 -3.6013 0.0 -0.1 0.1 0.3696
H -1.2999 3.0739 -4.1387 -0.1 0.1 0.1 0.2371
H -3.1589 2.9974 -1.7260 0.0 0.0 -0.1 0.2542
H -1.4513 2.5058 -1.8473 -0.2 -0.2 0.1 0.1806
O -5.8416 4.7329 -4.5872 -0.2 -0.7 -1.7 -0.5991
C -6.2330 4.4425 -5.7055 0.8 0.7 1.6 0.5826
C -7.5084 4.9201 -6.3311 -0.5 -0.2 -0.1 -0.4326
C -7.6654 3.9721 -7.4930 -0.8 -0.2 -0.4 -0.4898
C -6.2392 3.6219 -7.8281 0.1 -0.3 -0.8 -0.4733
O -5.5395 3.6619 -6.5852 -0.1 0.4 0.8 -0.2956
H -7.3783 5.9536 -6.6637 0.0 0.0 0.2 0.2648
H -8.3444 4.8401 -5.6323 0.3 0.3 0.0 0.2865
H -8.2129 4.4008 -8.3366 0.1 -0.1 0.1 0.3206
H -8.2007 3.0732 -7.1638 0.1 0.1 -0.1 0.2759
H -5.7822 4.3469 -8.5097 0.0 0.0 0.1 0.2675
H -6.1565 2.6228 -8.2658 0.2 0.2 0.2 0.3198
```
Forces are in eV/Å.